Version a
The following is a DFT calculation (ωB97M-V/def2-TZVPD) of a 2-piece molecular cluster, C6H13NO2 overall.

* 2S+1: 1

Each line ends with the Mulliken charge.
Cartesian coordinates (Å):
C  0.36  -0.14  1.70  1.094
C  -1.12  0.37  -2.75  0.255
C  -0.37  -0.83  0.59  -0.928
C  -0.44  0.45  2.84  -1.564
C  0.12  0.21  -3.21  -1.157
N  1.60  -0.72  2.14  -0.695
C  0.28  0.51  0.34  -0.160
O  -1.94  -0.62  -2.34  -0.461
O  1.45  0.57  -0.41  -0.548
H  -1.50  -1.47  -2.42  0.310
H  -1.59  1.34  -2.66  0.358
H  2.16  -0.98  1.34  0.286
H  2.13  -0.04  2.67  0.270
H  -0.38  1.37  0.21  0.325
H  -1.44  -0.89  0.61  0.207
H  0.12  -1.69  0.15  0.298
H  0.11  1.27  3.30  0.391
H  -1.39  0.83  2.48  0.335
H  -0.62  -0.31  3.59  0.374
H  0.56  -0.77  -3.32  0.299
H  0.69  1.05  -3.54  0.381
H  1.22  0.49  -1.35  0.330



Version b
The following is a DFT calculation (ωB97M-V/def2-TZVPD) of C6H13NO2 in the gas phase.

* 2S+1: 1

Each line ends with the Mulliken charge.
Cartesian coordinates (Å):
C  -1.34  -0.51  0.59  -0.083
C  0.21  -0.33  0.65  0.346
C  0.84  0.61  -0.40  0.705
C  -2.15  0.52  -0.18  -1.485
C  0.79  0.15  -1.85  -1.543
N  0.84  -1.68  0.63  -0.814
C  2.29  0.85  -0.01  -0.458
O  -1.83  -0.53  1.95  -0.567
O  2.65  1.83  0.64  -0.515
H  -1.76  0.38  2.30  0.360
H  -1.59  -1.50  0.18  0.430
H  0.45  0.08  1.64  0.274
H  0.36  1.59  -0.33  0.279
H  0.28  -2.31  1.21  0.255
H  1.75  -1.64  1.10  0.261
H  3.01  0.06  -0.29  0.420
H  -2.01  0.41  -1.26  0.286
H  -3.22  0.39  0.02  0.390
H  -1.90  1.54  0.11  0.362
H  -0.14  0.49  -2.33  0.358
H  0.83  -0.94  -1.95  0.318
H  1.62  0.56  -2.43  0.422



Here is how they stack up, most stable first: version b, version a.



Version a
The following is a DFT calculation (ωB97M-V/def2-TZVPD) of a 2-piece molecular cluster, C6H13NO2 overall.

* 2S+1: 1

Each line ends with the Mulliken charge.
Cartesian coordinates (Å):
C  0.09  1.23  1.67  -1.207
C  1.00  1.32  -0.57  -1.128
C  1.48  -2.15  0.20  -1.029
N  -0.07  0.77  0.28  0.401
C  0.19  -1.66  -0.39  0.899
O  -0.09  -1.93  -1.55  -0.538
H  -0.21  2.28  1.76  0.378
H  1.95  0.88  -0.23  0.331
H  1.12  1.11  2.02  0.337
H  -0.58  0.66  2.32  0.343
H  1.04  2.40  -0.47  0.354
H  0.89  1.07  -1.62  0.335
H  1.39  -3.23  0.37  0.324
H  2.21  -1.99  -0.59  0.308
H  1.82  -1.63  1.10  0.260
C  -1.44  0.78  -0.18  -0.180
C  -1.83  0.93  -1.46  -0.766
O  -0.96  -1.67  0.61  -0.539
H  -1.80  -1.77  0.12  0.319
H  -2.19  0.89  0.60  0.316
H  -2.88  0.93  -1.72  0.262
H  -1.14  0.78  -2.29  0.219



Version b
The following is a DFT calculation (ωB97M-V/def2-TZVPD) of C6H13NO2 in the gas phase.

* 2S+1: 1

Each line ends with the Mulliken charge.
Cartesian coordinates (Å):
C  -0.15  -0.06  -0.06  1.204
C  0.85  0.95  0.30  -1.211
C  0.61  -0.57  -1.56  -0.608
C  -1.54  0.49  -0.31  -1.599
C  0.31  -2.01  -1.93  -1.312
C  0.26  1.77  1.74  0.362
N  0.50  1.08  2.88  -0.366
O  -0.15  -1.10  0.87  -0.581
O  -0.41  2.78  1.71  -0.594
H  -0.88  -1.69  0.68  0.381
H  0.75  0.11  2.82  0.214
H  0.19  1.47  3.77  0.244
H  1.81  0.51  0.58  0.482
H  0.94  1.76  -0.41  0.377
H  0.17  0.11  -2.30  0.374
H  1.68  -0.40  -1.61  0.424
H  -2.21  -0.29  -0.66  0.447
H  -1.91  0.93  0.62  0.389
H  -1.51  1.29  -1.05  0.366
H  0.66  -2.23  -2.93  0.404
H  -0.76  -2.21  -1.89  0.307
H  0.82  -2.70  -1.25  0.296



Here is how they stack up, most stable first: version b, version a.